[1]
{
  "formula": "C26H32ClO4Os",
  "method": "ωB97M-V/def2-TZVPD",
  "lumo_ev": [-2.1, -6.3],
  "s2": 6.025,
  "spin_multiplicity": 5,
  "homo_energy_ev": [-8.138, -11.678],
  "relative_energy_ev": 2.763,
  "total_energy_ev": -50645.1280,
  "total_charge": 1,
  "elements": ["O", "C", "C", "H", "H", "C", "H", "H", "C", "H", "H", "H", "C", "H", "H", "H", "Os", "C", "C", "C", "H", "C", "C", "H", "H", "H", "H", "C", "C", "C", "H", "C", "C", "H", "H", "H", "H", "O", "C", "C", "H", "H", "C", "H", "H", "C", "H", "H", "H", "H", "Cl", "C", "C", "C", "C", "C", "C", "C", "O", "O", "H", "H", "H", "H"],
  "positions_angstrom": [[-1.136, 1.690, -3.724], [0.125, 2.281, -3.322], [-0.509, 3.658, -3.056], [0.875, 2.191, -4.118], [0.437, 1.802, -2.400], [-1.855, 2.923, -3.315], [-0.169, 4.394, -3.790], [-0.387, 4.022, -2.021], [-2.700, 2.965, -4.554], [-2.126, 2.859, -5.487], [-3.401, 3.761, -4.661], [-3.302, 2.034, -4.476], [-2.680, 2.939, -2.038], [-2.092, 3.035, -1.124], [-3.345, 2.063, -1.943], [-3.335, 3.834, -2.042], [0.190, 0.146, 0.886], [0.848, 1.878, 2.009], [1.912, 0.908, 2.066], [2.337, 0.645, 0.738], [2.293, 0.448, 2.960], [1.594, 1.485, -0.128], [0.663, 2.245, 0.643], [-0.048, 2.969, 0.260], [0.356, 2.337, 2.851], [2.961, -0.155, 0.369], [1.713, 1.544, -1.187], [-1.198, -0.622, 2.297], [-1.684, 0.594, 1.740], [-1.890, 0.391, 0.367], [-1.887, 1.527, 2.265], [-1.511, -0.943, 0.061], [-1.058, -1.575, 1.244], [-0.719, -2.611, 1.338], [-0.906, -0.759, 3.333], [-2.261, 1.138, -0.347], [-1.422, -1.329, -0.942], [0.114, -0.919, -2.140], [-0.418, -0.700, -3.458], [0.206, -1.584, -4.552], [0.061, 0.240, -3.734], [-1.508, -0.658, -3.348], [1.368, -2.268, -3.777], [0.590, -0.929, -5.365], [-0.462, -2.261, -5.104], [1.216, -1.857, -2.271], [2.326, -1.918, -4.172], [1.355, -3.362, -3.922], [2.107, -1.328, -1.849], [0.873, -2.691, -1.608], [-0.313, -2.424, 8.552], [0.402, -2.494, 6.993], [0.340, -3.696, 6.254], [0.945, -3.733, 4.995], [1.645, -2.645, 4.497], [1.676, -1.443, 5.200], [1.023, -1.357, 6.439], [2.422, -2.792, 3.219], [3.547, -3.300, 3.431], [1.904, -2.419, 2.129], [-0.193, -4.550, 6.662], [0.889, -4.640, 4.390], [2.215, -0.573, 4.794], [0.988, -0.409, 6.995]],
  "forces_ev_per_angstrom": [[0.2, 1.3, 2.0], [-0.4, 0.0, 0.2], [0.3, -0.1, -0.8], [0.0, 0.1, 0.3], [0.3, -0.1, -0.1], [0.3, -0.3, -0.9], [-0.4, 0.1, 0.2], [-0.1, 0.0, -0.7], [-0.9, -0.1, -0.6], [0.0, 0.3, 0.5], [-0.5, 0.9, 0.1], [0.2, 0.5, -0.1], [-0.9, -0.3, 0.1], [0.2, -0.2, -0.1], [0.2, 0.3, -0.2], [0.3, -0.4, -0.2], [4.2, -4.2, -2.5], [1.3, 2.5, 0.3], [-0.7, -0.1, 0.3], [0.7, 0.7, -0.5], [-0.1, -0.1, -0.1], [0.5, 0.8, 0.0], [0.7, 1.7, 0.6], [0.2, -0.1, 0.1], [0.0, -0.1, 0.0], [0.3, 0.1, 0.3], [0.0, -0.2, -0.3], [0.2, -0.2, 1.4], [-3.4, 1.0, 1.8], [-1.0, 1.0, -0.9], [0.0, -0.5, -0.1], [-1.2, -1.2, -0.2], [-1.8, -1.3, 0.0], [0.1, 0.6, 0.0], [-0.2, -0.2, -0.2], [0.3, -0.7, 0.5], [-0.2, -0.1, 0.2], [0.8, -1.3, -1.2], [0.8, 1.1, -0.6], [0.1, -0.4, 0.1], [-1.0, -0.4, 0.1], [0.4, 0.1, -0.5], [0.1, -0.2, 0.1], [-0.1, -0.3, 0.7], [0.1, -0.2, 0.7], [-0.5, -0.1, 0.6], [-0.1, -0.1, 0.2], [0.0, 0.5, 0.3], [-0.4, -0.8, -0.4], [1.0, 0.3, -0.5], [0.0, 0.1, -0.1], [0.3, -0.2, -1.1], [0.1, 0.9, -0.2], [-0.3, -0.9, 0.6], [0.6, 0.0, 0.3], [-0.1, 0.4, 0.8], [0.0, 0.1, -0.1], [-3.3, 1.7, -2.5], [0.8, -0.3, 0.2], [1.7, -0.9, 1.9], [0.1, 0.1, -0.1], [0.1, 0.2, 0.3], [-0.3, -0.5, 0.4], [0.1, -0.5, -0.3]]
}

***

[2]
{
  "formula": "C23H32N5OSSe3TeV",
  "method": "ωB97M-V/def2-TZVPD",
  "lumo_ev": [-0.9, -1.3],
  "s2": 2.057,
  "spin_multiplicity": 3,
  "homo_energy_ev": [-6.843, -6.826],
  "relative_energy_ev": 1.175,
  "total_energy_ev": -273726.4376,
  "elements": ["V", "C", "C", "N", "N", "C", "O", "C", "C", "C", "C", "C", "C", "C", "C", "C", "C", "C", "N", "H", "H", "H", "H", "H", "H", "H", "H", "H", "H", "H", "H", "Se", "Se", "Te", "Se", "C", "C", "C", "C", "N", "C", "S", "N", "C", "C", "C", "C", "H", "H", "H", "H", "H", "H", "H", "H", "H", "H", "H", "H", "H", "H", "H", "H", "H", "H", "H", "H"],
  "positions_angstrom": [[-1.945, 0.072, -1.525], [-1.716, 4.242, -1.524], [-1.975, 2.800, -1.810], [-1.092, 1.873, -1.759], [0.245, 2.048, -1.616], [0.769, 0.834, -1.671], [0.079, -0.237, -1.682], [2.246, 0.705, -1.771], [2.795, -0.572, -1.885], [4.171, -0.722, -1.947], [4.996, 0.393, -1.895], [4.448, 1.663, -1.790], [3.074, 1.823, -1.730], [-3.236, 2.324, -2.461], [-4.340, 3.131, -2.668], [-5.362, 2.647, -3.481], [-5.241, 1.391, -4.054], [-4.125, 0.619, -3.744], [-3.155, 1.076, -2.968], [-0.643, 4.402, -1.440], [-2.185, 4.527, -0.578], [-2.124, 4.882, -2.305], [2.131, -1.427, -1.934], [4.596, -1.711, -2.044], [6.069, 0.271, -1.944], [5.094, 2.529, -1.756], [2.635, 2.806, -1.644], [-4.397, 4.114, -2.226], [-6.235, 3.257, -3.664], [-6.003, 0.985, -4.703], [-4.017, -0.404, -4.095], [-4.201, -0.708, -0.591], [-4.016, -2.806, -1.774], [-1.848, -2.235, -3.014], [-0.054, -3.723, -2.248], [0.186, -3.572, 3.804], [-1.083, -4.122, 3.165], [-1.843, -3.128, 2.294], [-1.268, -2.908, 0.902], [-0.003, -2.178, 0.898], [0.125, -0.857, 1.053], [-1.279, 0.125, 1.114], [1.347, -0.348, 1.139], [1.661, 1.038, 1.458], [1.661, 1.298, 2.959], [2.621, 0.407, 3.742], [4.071, 0.536, 3.303], [0.675, -4.327, 4.419], [-0.041, -2.719, 4.443], [0.908, -3.235, 3.063], [-1.749, -4.460, 3.964], [-0.845, -5.015, 2.581], [-1.931, -2.166, 2.805], [-2.867, -3.480, 2.147], [-1.988, -2.392, 0.260], [-1.047, -3.858, 0.414], [0.788, -2.678, 0.515], [2.123, -0.988, 1.054], [0.937, 1.676, 0.951], [2.636, 1.239, 1.016], [0.642, 1.162, 3.329], [1.918, 2.348, 3.121], [2.298, -0.634, 3.658], [2.539, 0.653, 4.803], [4.235, 0.165, 2.290], [4.735, -0.026, 3.958], [4.398, 1.576, 3.317]],
  "forces_ev_per_angstrom": [[0.4, -1.1, 1.0], [0.0, -0.1, 0.1], [-0.2, 0.4, -0.5], [0.0, 0.0, -0.1], [-0.3, 0.2, 0.1], [0.5, -0.1, -0.2], [-0.4, 0.3, -0.2], [-0.1, -0.1, 0.1], [0.0, 0.1, 0.0], [-0.1, 0.0, 0.0], [0.1, -0.1, 0.0], [0.0, 0.0, 0.0], [0.0, 0.0, 0.0], [0.3, 0.5, 0.0], [-0.1, -0.3, -0.2], [0.2, -0.1, 0.1], [0.2, -0.1, 0.1], [-0.3, 0.0, 0.0], [0.0, 0.2, 0.1], [-0.1, 0.0, 0.0], [0.0, 0.0, 0.0], [0.0, 0.0, 0.0], [0.0, 0.0, 0.0], [0.0, -0.1, 0.0], [0.0, 0.0, 0.0], [0.0, 0.0, 0.0], [0.0, 0.0, 0.0], [0.0, 0.0, 0.0], [0.0, 0.0, 0.0], [0.0, 0.0, 0.0], [-0.1, 0.1, 0.0], [0.1, -0.5, -0.2], [0.0, 0.6, 0.0], [0.1, -0.3, -0.1], [-0.1, 0.2, -0.2], [0.1, 0.0, 0.0], [0.0, -0.1, 0.1], [-0.2, 0.1, -0.1], [0.0, -0.1, -0.1], [0.3, 0.3, 0.0], [-0.6, -0.5, -0.2], [-0.2, 0.3, -0.1], [0.3, 0.0, 0.0], [0.1, 0.0, 0.0], [-0.1, 0.0, 0.0], [-0.1, 0.0, 0.1], [0.1, 0.0, 0.0], [0.0, 0.0, 0.1], [0.0, 0.1, 0.0], [0.0, 0.0, -0.1], [0.0, 0.0, 0.0], [0.0, 0.0, -0.1], [0.0, 0.0, 0.0], [0.0, 0.0, 0.0], [0.1, -0.1, 0.2], [-0.1, 0.0, 0.1], [0.0, 0.0, 0.0], [0.0, 0.0, 0.1], [0.0, 0.0, 0.1], [0.0, 0.0, 0.0], [0.0, 0.0, 0.0], [0.0, 0.0, 0.0], [0.0, 0.0, 0.0], [0.0, 0.0, 0.0], [0.0, 0.0, -0.1], [0.0, 0.0, 0.0], [0.0, 0.1, 0.0]]
}

***

What is the formula in the first record?
C26H32ClO4Os